2 unconnected molecules or ions with the total composition C7H9F2N3O6S2 at a distorted geometry. Source: the OMol25 dataset; level of theory: ωB97M-V/def2-TZVPD.

Values from the calculation:
**SMILES**: O=S(=O)(F)NCCSc1nnco1.O=C1OC[C@@H](F)O1
**HOMO-LUMO gap**: 10.037 eV
**Largest force on an atom**: 2.38 eV/A
**E_tot**: -1883.92108 a.u.

The geometry in XYZ format:
```
29
Properties=species:S:1:pos:R:3:forces:R:3:lowdin_charge:R:1
O -3.3559 0.0418 -2.8084 -0.47 -0.79 0.74 -0.2399
S -2.5749 -0.6067 -3.7977 0.82 2.23 -0.07 0.5538
O -2.4320 0.1127 -5.0079 0.28 -0.76 -0.79 -0.2408
F -3.1262 -2.0152 -4.0463 -0.24 -0.50 -0.06 -0.1011
N -1.0576 -1.0061 -3.2457 -1.09 -0.06 0.58 -0.1029
C -1.1321 -1.3418 -1.7841 0.36 0.00 -0.20 -0.2882
C -0.0377 -2.3235 -1.4170 -0.07 0.15 0.14 -0.4228
S -0.0773 -2.8227 0.3486 -0.10 -0.24 0.12 0.9887
C -1.0778 -1.6018 1.0811 0.27 0.71 -0.20 -0.7168
N -2.2306 -1.6987 1.6276 -0.59 -0.91 0.06 0.0613
N -2.6049 -0.4450 2.0512 -0.42 0.24 0.29 0.0648
C -1.6508 0.3392 1.7182 0.32 -0.11 -0.06 -0.1861
O -0.6418 -0.3080 1.1241 0.69 0.01 -0.37 -0.0025
H -0.5764 -0.1153 -3.3382 0.38 -0.13 -0.25 0.1137
H -2.0845 -1.8062 -1.5462 -0.19 0.05 -0.12 0.1153
H -1.0741 -0.4077 -1.2361 0.04 -0.04 0.23 0.1102
H -0.2239 -3.2312 -1.9839 0.18 -0.16 0.00 0.0788
H 0.9637 -1.9591 -1.6240 0.00 0.16 -0.11 0.0770
H -1.5420 1.4003 1.8379 -0.15 0.13 0.11 0.1358
C 3.3736 2.5494 2.5709 0.35 0.05 0.17 -0.0504
C 1.9584 2.1033 2.8449 -0.17 0.32 -0.19 -0.3133
O 1.5641 1.5542 1.6008 0.33 -0.14 0.30 0.1099
C 2.6981 1.0878 0.9970 0.03 -0.06 -0.26 -0.5439
O 2.7095 0.3454 0.0768 -0.05 0.00 -0.12 0.1832
O 3.8037 1.5891 1.6009 -0.27 0.03 0.11 0.0787
F 1.1487 3.1505 3.1422 -0.05 -0.09 -0.01 0.0736
H 3.4087 3.5492 2.1361 -0.19 0.01 0.00 0.1463
H 4.0066 2.5225 3.4540 0.10 -0.18 -0.10 0.1411
H 1.8654 1.3437 3.6232 -0.11 0.08 0.06 0.1766
```
Positions in Å, forces in eV/Å.